Here is a single C4H12OSi molecule from OMol25. Energies are from wB97M-V/def2-TZVPD.

Energy above the lowest of the compared OMol25 structures with the same formula, charge and spin (kcal per mole): 4.0
HOMO (eV): -9.77
LUMO level (eV): 0.7
Total energy (eV): -14269.566
Frontier orbital gap (eV): 10.494
Structure (SMILES): CC[Si](C)(C)O

CARTESIAN COORDINATES (ANGSTROEM)
H (-0.50273, -1.92181, -0.67373)
H (-1.29502, 0.60808, -2.30716)
H (1.73581, -0.94275, 1.89786)
H (0.44548, -0.20464, 2.91548)
O (-1.14295, 1.33695, 1.20206)
H (1.87996, 1.76550, 0.60734)
H (2.02600, 0.55930, -0.68552)
H (-0.86541, -1.00426, -2.89594)
C (0.65386, -0.78577, 1.99098)
C (-0.92187, -0.89693, -0.72246)
C (1.34225, 1.17483, -0.12346)
H (-1.99165, 1.09899, 1.60185)
H (0.17016, -1.74989, 2.00094)
H (0.88471, 1.90240, -0.77997)
Si (-0.07973, 0.19964, 0.61885)
H (0.33029, 0.07473, -2.17464)
H (-1.96543, -0.92663, -0.39039)
C (-0.70370, -0.28773, -2.08211)

Atomic partial charges in e from the Löwdin method, atoms 1 to 6: 0.08, 0.08, 0.04, 0.04, -0.16, 0.03